The following is a quantum chemistry calculation of C33H58AlBrCaClN3O7P as an isolated structure in a non-equilibrium geometry, from OMol25.

Values from the calculation:
Kohn-Sham gap: 1.689 eV
E_LUMO: -11.731 eV

ORCA input file:
```
! wB97M-V def2-TZVPD RIJCOSX def2/J DEFGRID3
* xyz 3 1
C 2.107 -4.490 3.175
C 2.848 -4.391 1.868
N 3.996 -4.924 1.786
C 2.158 -3.684 0.718
C 1.993 -2.199 1.076
C 3.223 -1.464 0.581
N 3.141 -0.067 1.124
C 4.526 0.483 1.235
C 5.326 0.028 2.443
C 6.673 0.790 2.394
Cl 4.529 0.402 4.057
C 2.110 0.763 0.392
C 2.302 0.839 -1.142
C 3.690 0.794 -1.741
C 3.961 -0.222 -2.639
C 5.191 -0.365 -3.257
C 6.224 0.506 -3.002
C 5.974 1.545 -2.123
C 4.732 1.690 -1.527
P 1.903 2.589 1.000
N 2.698 3.593 -0.139
O 2.896 2.765 2.348
C 0.705 0.068 0.630
C -0.155 0.503 1.821
C 0.265 -0.076 3.168
C 1.166 0.780 4.030
O -0.268 0.523 4.276
C 0.724 -1.505 0.535
C 0.300 -2.044 -0.835
C -1.040 -1.518 -1.391
C -2.170 -1.327 -0.371
C -3.541 -1.482 -1.071
C -4.493 -0.359 -0.651
C -4.864 -0.397 0.831
O -3.935 0.303 1.684
C -4.207 1.618 1.828
C -3.521 2.235 3.013
O -4.935 2.236 1.091
H 1.028 -4.509 3.025
H 2.385 -5.399 3.696
H 2.325 -3.620 3.797
H 4.357 -4.805 0.838
H 2.700 -3.860 -0.210
H 1.193 -4.176 0.610
H 2.051 -2.157 2.168
H 3.337 -1.478 -0.497
H 4.099 -1.966 0.997
H 2.786 -0.193 2.079
H 4.574 1.560 1.134
H 5.082 0.094 0.380
H 5.590 -1.026 2.402
H 6.488 1.766 2.889
H 6.929 1.042 1.368
H 7.468 0.276 2.939
H 1.760 1.700 -1.539
H 1.759 -0.006 -1.559
H 3.211 -0.962 -2.889
H 5.338 -1.194 -3.933
H 7.191 0.389 -3.464
H 6.741 2.269 -1.889
H 4.597 2.520 -0.851
H 3.068 4.427 0.306
H 2.002 3.900 -0.810
H 3.123 3.698 2.432
H 0.148 0.395 -0.247
H -0.377 1.554 1.966
H -1.123 0.006 1.705
H 0.429 -1.149 3.218
H 1.695 0.341 4.867
H 1.111 1.850 3.903
H -0.063 -1.828 1.217
H 1.061 -1.868 -1.603
H 0.197 -3.126 -0.810
H -0.844 -0.558 -1.877
H -1.348 -2.181 -2.195
H -2.146 -0.284 -0.064
H -2.081 -1.986 0.491
H -3.402 -1.362 -2.143
H -4.004 -2.437 -0.831
H -3.993 0.592 -0.851
H -5.387 -0.360 -1.272
H -5.873 -0.025 0.979
H -4.820 -1.434 1.157
H -2.439 2.149 2.944
H -3.854 1.762 3.933
H -3.790 3.284 3.052
C -6.718 0.307 -4.497
C -5.283 0.745 -4.304
O -4.372 -0.344 -4.505
H -6.962 -0.504 -3.807
H -7.400 1.138 -4.323
H -6.883 -0.073 -5.508
H -5.133 1.100 -3.284
H -5.028 1.556 -4.992
H -4.491 -0.659 -5.406
O -10.287 1.314 -0.134
C -10.281 1.922 -1.182
C -8.311 2.036 -1.539
O -8.217 2.647 -2.584
H -10.510 3.001 -1.230
H -10.580 1.443 -2.133
H -8.028 0.965 -1.496
H -7.953 2.492 -0.597
Ca 6.412 1.833 5.074
Br 3.868 1.677 -4.663
Al 3.651 1.240 -7.068
*
```

=====

The following is a quantum chemistry calculation of a 6-piece molecular cluster, C33H58BBrF4INO18PS2 overall in a non-equilibrium geometry, from OMol25.

Values from the calculation:
Kohn-Sham gap: 6.342 eV
E_LUMO: 1.570 eV

ORCA input file:
```
! wB97M-V def2-TZVPD RIJCOSX def2/J DEFGRID3
* xyz -1 1
C 5.393 5.300 0.786
C 4.268 4.311 0.469
C 4.261 3.953 -1.005
O 3.156 3.185 -1.384
B 3.274 1.754 -1.257
P 4.693 0.845 -2.319
O 3.973 -0.438 -3.081
Br 5.102 2.306 -4.023
O 1.932 1.230 -1.749
C 1.211 0.671 -0.770
C 0.029 1.590 -0.471
C 0.370 3.061 -0.288
C -0.892 3.845 0.132
S -1.805 4.568 -1.228
O -1.012 4.626 -2.400
O -2.353 5.816 -0.849
O -3.073 3.632 -1.509
N 0.522 -0.642 -1.149
C 0.521 -0.956 -2.296
S 0.604 -1.550 -3.737
C 2.248 0.378 0.411
C 2.953 -0.989 0.109
C 4.442 -1.176 0.394
O 5.065 -1.832 -0.366
I 5.573 -0.387 2.045
C 1.679 0.267 1.834
F 2.362 -0.578 2.619
F 0.459 -0.304 1.716
C 1.466 1.538 2.684
F 0.242 2.057 2.529
F 2.384 2.474 2.504
O 3.188 1.353 0.161
H 4.992 6.268 1.062
H 6.019 4.945 1.583
H 6.023 5.394 -0.092
H 4.501 3.407 1.021
H 3.302 4.650 0.826
H 5.235 3.528 -1.265
H 4.193 4.892 -1.558
H 3.426 -0.076 -3.792
H -0.615 1.532 -1.341
H -0.578 1.271 0.360
H 1.118 3.220 0.471
H 0.734 3.487 -1.208
H -0.677 4.637 0.832
H -1.584 3.179 0.634
H -2.881 2.714 -1.200
H 2.404 -1.823 0.532
H 2.873 -1.125 -0.962
H 1.519 1.232 3.728
O -3.004 1.268 -0.216
C -3.934 0.539 -0.487
O -5.163 1.044 -0.507
C -6.308 0.312 -0.966
C -6.868 -0.595 0.110
C -3.713 -0.931 -0.731
H -6.073 -0.225 -1.886
H -7.049 1.065 -1.228
H -6.152 -1.345 0.426
H -7.762 -1.103 -0.249
H -7.127 -0.011 0.993
H -3.602 -1.433 0.229
H -2.793 -1.048 -1.301
H -4.504 -1.414 -1.299
O 5.377 -0.778 5.426
C 4.549 -1.536 5.841
O 4.847 -2.851 5.939
C 3.982 -3.810 6.540
C 2.912 -4.284 5.575
C 3.153 -1.062 6.179
H 3.561 -3.424 7.470
H 4.621 -4.648 6.813
H 2.266 -3.468 5.254
H 2.293 -5.054 6.038
H 3.376 -4.699 4.680
H 2.589 -0.951 5.253
H 3.232 -0.093 6.667
H 2.605 -1.714 6.856
O -7.321 -2.520 2.114
C -7.947 -3.540 2.194
O -8.107 -4.293 1.088
C -8.709 -5.588 1.090
C -10.222 -5.506 1.059
C -8.617 -3.956 3.485
H -8.341 -6.184 1.928
H -8.353 -6.074 0.184
H -10.618 -4.998 1.938
H -10.658 -6.504 1.010
H -10.545 -4.939 0.186
H -9.538 -3.388 3.600
H -7.946 -3.720 4.307
H -8.840 -5.018 3.554
O 10.230 2.825 0.725
C 9.969 1.895 0.009
O 9.053 0.994 0.396
C 8.617 -0.075 -0.452
C 9.600 -1.226 -0.391
C 10.719 1.678 -1.288
H 8.440 0.273 -1.470
H 7.656 -0.423 -0.072
H 10.592 -0.935 -0.741
H 9.248 -2.059 -1.001
H 9.710 -1.568 0.639
H 11.688 1.235 -1.063
H 10.870 2.647 -1.759
H 10.198 1.054 -2.009
O -7.920 -1.993 -5.144
C -7.231 -1.186 -5.707
O -6.071 -0.807 -5.144
C -5.103 0.034 -5.784
C -5.456 1.502 -5.652
C -7.677 -0.535 -6.997
H -4.956 -0.268 -6.822
H -4.165 -0.159 -5.268
H -6.407 1.735 -6.131
H -4.682 2.123 -6.100
H -5.552 1.770 -4.600
H -8.396 0.249 -6.764
H -8.161 -1.292 -7.611
H -6.870 -0.114 -7.591
*
```

=====

The following is a quantum chemistry calculation of a 6-piece molecular cluster, C33H59ClFN2O18P overall in a non-equilibrium geometry, from OMol25.

Values from the calculation:
Kohn-Sham gap: 9.803 eV
SMILES: CC[C@@](C#N)(P(O)Cl)[C@](C#N)(CCCC(=O)O)C[C@H](C)F.CCOC(=O)OC.CCOC(=O)OC.CCOC(=O)OC.CCOC(=O)OC.CCOC(=O)OC
E_LUMO: 0.068 eV

ORCA input file:
```
! wB97M-V def2-TZVPD RIJCOSX def2/J DEFGRID3
* xyz 0 1
C 1.999 -2.683 2.965
C 1.582 -1.916 1.680
C 2.777 -1.146 0.989
C 3.805 -0.795 2.067
N 4.660 -0.468 2.708
P 3.582 -2.453 -0.119
O 4.657 -3.208 0.914
Cl 4.797 -1.663 -1.599
C 2.358 0.213 0.329
C 3.609 0.964 -0.070
N 4.528 1.436 -0.502
C 1.564 1.138 1.339
C 2.083 2.590 1.553
C 3.232 2.722 2.630
C 4.542 3.253 2.045
O 4.641 4.044 1.187
O 5.707 2.699 2.579
C 1.390 -0.084 -0.880
C 1.380 0.996 -1.995
C 2.487 0.799 -3.084
F 1.333 2.337 -1.499
H 2.885 -3.314 2.792
H 1.143 -3.337 3.232
H 2.110 -1.984 3.813
H 1.257 -2.671 0.928
H 0.705 -1.278 1.867
H 5.477 -2.679 0.964
H 1.572 0.664 2.345
H 0.491 1.224 1.085
H 1.233 3.131 2.023
H 2.299 3.161 0.636
H 3.325 1.727 3.095
H 2.933 3.410 3.443
H 6.044 2.020 1.974
H 1.588 -1.050 -1.379
H 0.348 -0.145 -0.510
H 0.430 0.847 -2.550
H 2.124 1.034 -4.095
H 2.782 -0.264 -3.042
H 3.341 1.428 -2.773
C -0.416 3.373 -3.734
C -1.405 4.027 -2.793
O -2.427 4.739 -3.507
C -3.363 3.978 -4.074
O -3.419 2.773 -4.034
O -4.211 4.786 -4.722
C -5.214 4.105 -5.479
H 0.005 4.107 -4.424
H 0.390 2.902 -3.171
H -0.896 2.606 -4.345
H -0.888 4.766 -2.182
H -1.854 3.301 -2.112
H -5.767 3.402 -4.861
H -4.758 3.593 -6.326
H -5.904 4.857 -5.854
C -4.842 -2.880 -3.342
C -4.052 -2.045 -2.355
O -3.432 -2.860 -1.348
C -2.352 -3.541 -1.741
O -1.859 -3.524 -2.839
O -1.921 -4.265 -0.701
C -0.823 -5.127 -1.007
H -5.566 -3.506 -2.818
H -5.370 -2.239 -4.049
H -4.191 -3.547 -3.907
H -4.727 -1.372 -1.827
H -3.304 -1.427 -2.856
H 0.001 -4.570 -1.453
H -1.147 -5.928 -1.672
H -0.479 -5.569 -0.074
C -4.866 -1.801 4.766
C -3.513 -1.940 4.098
O -2.456 -1.443 4.932
C -2.109 -2.232 5.954
O -2.591 -3.302 6.223
O -1.144 -1.613 6.644
C -0.748 -2.301 7.831
H -5.036 -0.767 5.072
H -5.662 -2.108 4.088
H -4.928 -2.414 5.665
H -3.494 -1.337 3.191
H -3.312 -2.972 3.805
H -0.461 -3.329 7.614
H -1.555 -2.276 8.564
H 0.113 -1.777 8.240
C 8.268 0.321 0.064
C 9.135 -0.172 -1.074
O 10.356 -0.754 -0.594
C 10.238 -1.971 -0.060
O 9.221 -2.610 0.044
O 11.447 -2.354 0.364
C 11.449 -3.604 1.054
H 8.826 1.009 0.702
H 7.382 0.831 -0.320
H 7.939 -0.504 0.698
H 9.424 0.670 -1.701
H 8.601 -0.881 -1.710
H 10.991 -4.388 0.453
H 10.933 -3.504 2.009
H 12.487 -3.871 1.243
C -10.254 3.845 -0.386
C -10.347 2.386 -0.785
O -9.527 2.097 -1.925
C -8.216 2.018 -1.686
O -7.676 2.160 -0.619
O -7.598 1.778 -2.849
C -6.172 1.773 -2.757
H -10.490 4.489 -1.235
H -10.944 4.064 0.430
H -9.246 4.103 -0.059
H -11.371 2.156 -1.080
H -10.092 1.724 0.044
H -5.827 1.078 -1.992
H -5.808 2.779 -2.550
H -5.779 1.452 -3.718
*
```

=====

The following is a quantum chemistry calculation of C33H60BN6OPdSSbSe4 as an isolated structure, from OMol25.

Values from the calculation:
Kohn-Sham gap (alpha / beta): 3.979 / 3.943 eV
E_LUMO (alpha / beta): -2.952 / -2.954 eV

ORCA input file:
```
! wB97M-V def2-TZVPD RIJCOSX def2/J DEFGRID3
* xyz 0 1
Pd 0.467 0.593 -0.185
C 1.310 1.642 -4.977
C 1.261 1.253 -3.504
C 2.518 0.475 -3.108
C 0.032 0.462 -3.187
C -0.766 -0.305 -4.034
C -1.704 -0.937 -3.233
C -2.548 -2.091 -3.717
C -4.060 -2.026 -3.529
C -1.971 -3.396 -3.155
N -1.515 -0.507 -1.966
N -0.444 0.324 -1.950
B -2.186 -0.875 -0.603
N -1.168 -1.779 0.150
N 0.170 -1.518 0.057
C 0.819 -2.571 0.547
C -0.109 -3.509 1.004
C -1.360 -2.969 0.749
C -2.682 -3.539 1.202
C -3.502 -2.515 1.992
C -3.519 -4.208 0.109
C 2.310 -2.741 0.482
C 3.079 -1.497 0.917
C 2.714 -3.171 -0.932
N -2.507 0.365 0.291
N -1.579 0.617 1.262
C -2.141 1.433 2.143
C -3.442 1.746 1.736
C -3.642 1.057 0.553
C -4.889 1.186 -0.288
C -6.113 0.677 0.479
C -4.833 0.561 -1.671
C -1.490 1.832 3.435
C -1.914 0.850 4.537
C 0.026 1.911 3.339
H 2.164 2.299 -5.149
H 1.423 0.759 -5.615
H 0.405 2.173 -5.282
H 1.234 2.169 -2.917
H 2.536 -0.502 -3.601
H 3.410 1.032 -3.403
H 2.558 0.318 -2.033
H -0.654 -0.430 -5.101
H -2.371 -2.094 -4.794
H -4.349 -2.234 -2.500
H -4.464 -1.055 -3.815
H -4.526 -2.787 -4.160
H -2.032 -3.407 -2.065
H -2.527 -4.257 -3.538
H -0.921 -3.507 -3.433
H -3.168 -1.506 -0.835
H 0.103 -4.456 1.481
H -2.395 -4.328 1.897
H -3.844 -1.699 1.353
H -4.384 -2.996 2.423
H -2.914 -2.078 2.802
H -3.928 -3.478 -0.590
H -2.933 -4.934 -0.457
H -4.360 -4.735 0.569
H 2.553 -3.553 1.172
H 2.941 -0.689 0.199
H 2.740 -1.143 1.890
H 4.149 -1.707 0.983
H 2.447 -2.389 -1.649
H 3.793 -3.334 -0.990
H 2.206 -4.091 -1.226
H -4.147 2.403 2.227
H -5.008 2.264 -0.426
H -6.021 -0.396 0.671
H -6.227 1.181 1.439
H -7.023 0.839 -0.105
H -4.899 -0.524 -1.606
H -5.681 0.910 -2.265
H -3.913 0.821 -2.198
H -1.875 2.822 3.694
H -1.520 -0.147 4.318
H -1.527 1.167 5.509
H -3.001 0.776 4.603
H 0.443 0.969 2.987
H 0.343 2.697 2.653
H 0.453 2.126 4.325
Se 2.658 6.015 1.117
Sb 2.038 5.263 -1.040
Se 3.661 4.013 -2.258
Se -1.724 3.353 -1.217
Se 0.206 2.938 -0.290
C 6.517 1.571 -1.038
C 5.298 1.055 -0.281
C 4.815 2.080 0.733
S 3.510 1.425 1.782
O 2.242 1.523 0.951
C 3.453 2.799 2.950
C 4.492 2.639 4.062
C 4.151 1.523 5.048
H 6.854 0.840 -1.775
H 7.349 1.765 -0.353
H 6.283 2.501 -1.559
H 5.540 0.118 0.230
H 4.487 0.839 -0.980
H 4.412 2.979 0.252
H 5.618 2.379 1.415
H 2.442 2.776 3.354
H 3.565 3.722 2.378
H 4.555 3.594 4.587
H 5.485 2.475 3.634
H 3.190 1.715 5.531
H 4.907 1.442 5.830
H 4.083 0.555 4.549
*
```